1.
DFT (ωB97M-V/def2-TZVPD) results for a cluster of 14 separate species, C52H98O27S7 in total.

For the HOMO energy (alpha / beta), the calculation gives -11.3 / -11.3 eV. As for the total charge: +1. As for the spin multiplicity: 2. The expectation value of S² is 0.757.

Each line ends with the Löwdin spin population.
CARTESIAN COORDINATES (ANGSTROEM)
S: -3.11 1.84 2.36  0.000
S: -14.51 2.83 -1.88  0.000
S: -6.82 5.40 -0.54  0.000
S: -10.89 8.03 -1.37  0.000
S: -6.16 -3.19 1.76  0.005
S: -9.18 0.08 -3.87  0.000
S: -11.15 -0.24 0.58  0.064
O: -6.68 4.12 5.21  0.000
O: -10.55 0.18 -3.37  0.002
O: -4.60 3.61 -8.65  0.000
O: -6.99 5.66 3.59  0.000
O: -3.25 6.28 0.92  0.000
O: -6.42 6.32 5.54  0.000
O: -9.58 7.37 -1.34  0.000
O: -8.77 0.99 -4.96  0.000
O: -5.70 4.98 -7.33  0.000
O: -4.61 0.21 -4.26  0.000
O: -5.88 5.33 -9.55  0.000
O: -10.00 5.61 -6.92  0.000
O: -3.23 2.22 0.96  0.000
O: -4.74 9.89 -3.24  0.000
O: -12.02 7.27 -0.83  0.000
O: -10.47 0.14 4.83  0.156
O: -6.70 -4.15 0.81  0.011
O: -9.91 -0.80 -0.02  0.227
O: -6.75 6.69 0.10  0.000
O: -4.09 0.86 2.75  0.000
O: -15.16 1.60 -1.47  0.000
O: -11.38 1.19 0.77  0.139
O: -9.76 3.51 -7.47  0.000
O: -5.24 -3.63 2.79  0.011
O: -11.11 4.80 -8.71  0.000
O: -15.32 3.98 -2.31  0.001
O: -6.45 5.32 -1.98  0.000
C: -3.47 1.70 -2.72  0.000
C: -3.19 3.31 3.42  0.000
C: -5.57 -1.58 0.88  0.008
C: -10.81 9.74 -0.81  0.000
C: -2.23 -0.14 -4.14  0.000
C: -6.60 8.55 -3.75  0.000
C: -6.86 7.48 4.90  0.000
C: -7.59 -2.32 2.58  0.009
C: -5.85 9.54 -2.90  0.000
C: -13.47 -1.71 0.69  0.017
C: -3.26 7.01 -1.41  0.000
C: -7.90 0.17 -2.49  0.000
C: -8.46 4.65 -0.18  0.000
C: -9.18 3.59 -6.24  0.000
C: -4.39 3.16 -7.37  0.000
C: -6.92 7.10 3.47  0.000
C: -0.76 2.56 3.44  0.000
C: -1.85 3.23 4.27  0.000
C: -10.04 1.15 5.40  0.022
C: -6.96 3.12 0.94  0.000
C: -12.53 -2.30 1.78  0.016
C: -9.87 2.43 4.58  0.018
C: -5.46 4.70 -8.57  0.000
C: -8.36 3.83 1.10  0.000
C: -11.19 8.59 -3.12  0.000
C: -12.53 -1.09 -0.36  0.106
C: -6.57 10.09 -1.68  0.000
C: -12.97 2.58 -2.94  0.000
C: -5.89 4.10 0.46  0.000
C: -12.23 4.02 -1.00  0.000
C: -3.53 0.49 -3.69  0.000
C: -6.62 -0.46 1.21  0.003
C: -8.79 -1.61 -4.28  0.000
C: -6.76 5.28 4.81  0.000
C: -3.47 7.18 0.12  0.000
C: -7.27 -0.81 2.56  0.001
C: -11.53 -1.12 2.24  0.125
C: -8.97 5.10 -6.05  0.000
C: -5.54 4.05 -5.12  0.000
C: -7.34 -1.83 -3.88  0.000
C: -4.08 8.57 0.41  0.000
C: -8.23 7.71 2.76  0.000
C: -4.81 4.32 -6.48  0.000
C: -9.68 1.17 6.91  0.021
C: -11.74 2.97 -2.11  0.002
C: -11.18 10.68 -1.94  0.000
C: -10.64 10.06 -3.26  0.000
C: -7.17 -1.21 -2.48  0.000
C: -1.38 1.29 2.79  0.000
C: -13.52 3.45 -0.43  0.001
C: -10.34 4.68 -7.78  0.000
C: -9.21 5.58 -4.63  0.000
H: -4.88 2.25 -7.04  0.000
H: -1.51 0.68 -4.06  0.000
H: -4.89 3.60 -4.38  0.000
H: -10.61 -1.45 2.73  0.003
H: -1.94 2.60 5.16  0.000
H: -10.99 3.47 -2.73  0.000
H: -14.09 4.18 0.15  0.000
H: -5.16 8.46 0.50  0.000
H: -11.09 10.57 -4.12  0.000
H: -11.24 2.10 -1.69  0.001
H: -14.17 -2.42 0.26  0.008
H: -12.46 4.98 -1.47  0.000
H: -12.88 -0.46 -1.18  0.003
H: -5.52 4.65 1.32  0.000
H: -6.71 2.52 1.81  0.000
H: -4.47 1.93 -2.35  0.000
H: -9.76 9.91 -0.59  0.000
H: -7.20 0.90 -2.91  0.000
H: -8.13 8.79 2.68  0.000
H: -8.25 4.53 1.93  0.000
H: -6.71 -1.30 -4.59  0.000
H: -12.99 -2.70 2.68  0.009
H: -5.91 10.52 -0.93  0.000
H: -9.14 7.52 3.33  0.000
H: -9.16 5.48 -0.14  0.000
H: -8.17 3.16 -6.30  0.000
H: -7.83 7.89 5.20  0.000
H: -5.97 8.08 -4.51  0.000
H: -6.41 3.41 -5.29  0.000
H: -13.34 2.64 0.27  0.000
H: -7.98 5.44 -6.35  0.000
H: -2.25 -0.56 -5.15  0.000
H: -3.25 4.19 2.78  0.000
H: -9.40 -2.17 -3.57  0.000
H: -9.17 3.14 1.33  0.000
H: -10.11 3.30 5.20  0.001
H: -13.99 -0.84 1.11  0.000
H: -9.14 -1.84 -5.28  0.000
H: -12.23 10.97 -1.89  0.000
H: -3.18 2.58 -3.29  0.000
H: -10.57 11.56 -1.75  0.000
H: -9.55 10.00 -3.29  0.000
H: -3.95 4.96 -6.30  0.000
H: -9.74 3.04 -5.48  0.000
H: -7.36 -0.43 0.41  0.001
H: -1.50 0.55 3.59  0.000
H: -4.03 3.18 4.10  0.000
H: -6.04 7.37 2.89  0.000
H: -7.10 9.30 -1.15  0.000
H: -13.17 3.29 -3.74  0.000
H: -6.08 -1.14 -2.42  0.000
H: -11.49 9.76 0.04  0.000
H: -2.81 1.53 -1.87  0.000
H: -0.81 0.85 1.97  0.000
H: -6.04 8.15 5.14  0.000
H: -2.65 7.80 -1.84  0.000
H: -3.55 9.02 1.25  0.000
H: -4.25 6.92 -1.85  0.000
H: -7.01 -2.87 -3.82  0.000
H: -7.71 -2.84 3.53  0.000
H: -8.69 1.61 7.07  0.001
H: -4.58 -1.32 1.24  0.000
H: -8.66 4.07 -1.08  0.000
H: -2.76 6.05 -1.59  0.000
H: 0.08 2.41 4.12  0.000
H: -5.53 -1.77 -0.19  0.000
H: -3.88 9.22 -0.44  0.000
H: -8.42 0.57 -1.62  0.000
H: -8.38 5.20 -4.04  0.000
H: -10.38 2.42 3.62  0.000
H: -5.86 5.00 -4.68  0.000
H: -5.07 3.72 -0.15  0.000
H: -12.11 -1.88 -0.99  0.000
H: -8.81 2.53 4.32  0.001
H: -10.13 5.06 -4.34  0.000
H: -1.94 -0.92 -3.45  0.000
H: -11.45 4.09 -0.24  0.000
H: -7.01 2.35 0.17  0.000
H: -7.20 10.94 -1.94  0.000
H: -7.07 7.74 -3.20  0.000
H: -8.16 -0.22 2.76  0.000
H: -3.35 2.93 -7.10  0.000
H: -10.88 7.75 -3.74  0.000
H: -6.56 -0.67 3.38  0.000
H: -9.33 6.65 -4.46  0.000
H: -10.47 1.70 7.44  0.001
H: -0.41 3.33 2.75  0.000
H: -12.93 1.62 -3.46  0.000
H: -11.91 -3.08 1.34  0.000
H: -8.47 7.34 1.77  0.000
H: -12.28 8.54 -3.21  0.000
H: -7.29 9.07 -4.41  0.000
H: -6.13 0.51 1.25  0.000
H: -12.12 -0.42 2.82  0.005
H: -8.49 -2.54 2.01  0.000
H: -7.51 -1.79 -1.62  0.000
H: -9.71 0.15 7.29  0.000
H: -1.59 4.22 4.62  0.000

***

2.
DFT (ωB97M-V/def2-TZVPD) results for a cluster of 9 separate species, C53H116Br2N9O in total.

For the HOMO energy, the calculation gives -15.7 eV. As for the total charge: +5. As for the spin multiplicity: 1.

Each line ends with the Mulliken charge.
CARTESIAN COORDINATES (ANGSTROEM)
Br: 0.06 3.42 -0.83  -0.690
Br: -0.20 -3.41 3.97  -0.739
O: 0.31 -6.37 0.26  -0.518
N: -0.92 -0.58 0.41  1.067
N: -3.68 3.90 -3.76  0.517
N: 3.35 -5.61 0.85  0.236
N: -3.17 3.73 2.93  0.334
N: -3.97 2.11 4.24  0.286
N: 6.60 -2.84 6.84  0.430
N: 4.27 2.54 -3.63  0.492
N: -0.31 -0.99 -1.72  0.701
N: -5.23 -2.22 -3.53  0.201
C: -2.31 3.14 -3.93  0.198
C: -4.91 -3.68 -4.07  -0.727
C: -3.51 4.53 -2.35  -1.312
C: 5.06 4.29 -0.05  -0.602
C: -1.50 0.06 1.59  -0.376
C: 4.47 5.10 1.11  -1.252
C: -0.46 0.98 2.24  -0.707
C: 5.89 -2.63 9.28  -0.626
C: 0.73 -5.26 1.03  0.395
C: 1.95 3.15 -3.92  0.566
C: 6.14 -1.76 5.79  -1.193
C: -7.38 2.84 -3.74  -0.210
C: -2.43 5.41 -5.02  -1.260
C: 2.06 -4.78 0.41  -0.207
C: 5.54 -3.08 7.88  -0.541
C: 4.77 -1.04 3.82  -0.767
C: -2.88 2.65 4.90  -0.485
C: -5.78 -1.05 -5.56  -0.587
C: 4.93 -2.19 4.80  0.236
C: -0.14 -0.83 -3.20  -0.888
C: 7.20 -4.08 6.13  -0.949
C: -2.41 3.71 4.07  -0.308
C: 4.61 -5.21 0.00  -0.907
C: -1.12 -0.25 -0.92  -1.693
C: -3.14 4.76 1.90  -0.877
C: -4.27 -0.99 -5.51  -0.536
C: -0.01 -1.65 0.38  -0.492
C: 2.85 2.11 -3.24  -0.960
C: 7.05 -1.61 9.09  -0.538
C: -4.08 2.69 3.01  -0.389
C: -3.95 -2.47 0.40  -0.247
C: -8.74 3.34 -3.22  -1.497
C: 5.04 3.14 -2.36  -1.027
C: 4.34 4.28 -1.42  0.138
C: 3.50 -0.97 3.03  -0.978
C: -1.53 4.19 -4.78  -0.362
C: -4.52 0.81 4.60  -0.916
C: 3.62 -5.38 2.34  -1.318
C: 2.65 3.48 -5.20  -0.756
C: 5.02 1.38 -4.26  -1.078
C: -6.38 -1.60 -4.30  -0.614
C: -3.83 4.97 -4.93  -0.636
C: -3.86 -0.34 3.98  -0.331
C: 7.74 -2.28 7.85  -0.558
C: -4.15 -1.14 -4.00  -0.618
C: -6.14 3.65 -3.32  -0.072
C: -3.88 -2.42 -1.23  0.489
C: -4.88 2.94 -3.87  -0.920
C: 3.10 -7.14 0.73  -0.925
C: -5.28 -2.27 -1.96  -0.911
C: 4.10 3.69 -4.71  -0.546
C: 0.14 -2.00 -0.99  -0.614
C: -3.08 -3.58 1.07  -1.139
H: -4.25 -3.60 -4.93  0.289
H: -0.13 -1.83 -3.63  0.409
H: 4.52 0.98 -5.15  0.387
H: 4.55 -5.77 2.76  0.534
H: 3.27 4.14 -1.30  0.011
H: 5.88 1.88 -4.71  0.429
H: 0.72 -2.72 -1.56  0.737
H: -2.04 -3.48 0.74  -0.048
H: 5.50 -0.94 3.02  0.311
H: 4.85 -0.10 4.36  0.430
H: -2.51 4.96 -2.26  0.526
H: -1.62 4.43 4.19  0.451
H: 3.90 -4.34 2.50  0.382
H: -4.24 -4.12 -3.33  0.285
H: 5.09 3.30 0.40  0.280
H: 2.27 4.39 -5.65  0.421
H: -7.03 -2.48 -4.33  0.488
H: -4.83 2.45 2.28  0.450
H: -0.89 4.54 -3.97  0.158
H: -6.06 3.64 -2.24  0.254
H: 7.41 -4.82 6.90  0.468
H: 4.02 4.66 -4.22  0.280
H: -3.20 -3.64 2.15  0.430
H: 6.24 -3.56 9.73  0.315
H: -6.87 -0.89 -3.64  0.266
H: -4.18 5.40 -2.29  0.385
H: 3.40 4.88 1.09  0.259
H: -2.11 6.20 -4.34  0.360
H: -3.91 -0.06 -5.96  0.300
H: 5.32 2.32 -1.70  0.437
H: -3.40 -3.34 -1.57  0.277
H: -1.76 -0.81 2.19  0.215
H: -0.10 -4.55 1.11  -0.855
H: 4.38 5.24 -1.93  0.350
H: 2.72 1.09 -3.61  0.271
H: -4.97 -2.76 0.65  0.620
H: -2.88 -0.51 4.42  0.331
H: 7.68 -1.57 9.98  0.373
H: -2.20 5.83 -6.00  0.518
H: 0.87 -0.41 -3.24  0.329
H: 8.40 -3.07 8.19  0.439
H: -6.11 4.62 -3.82  0.261
H: -3.56 3.71 -1.64  0.441
H: 3.05 -7.43 -0.32  0.380
H: -3.47 -4.55 0.77  0.553
H: -2.79 4.36 0.95  0.268
H: 5.13 -2.11 9.87  0.372
H: -4.64 5.66 -4.68  0.470
H: -0.90 -0.25 -3.71  0.223
H: 6.54 -0.69 8.80  0.273
H: 0.97 2.71 -4.08  -0.340
H: 5.24 -4.13 7.84  0.366
H: -7.50 2.91 -4.82  0.419
H: -4.45 -1.25 4.11  0.469
H: 2.76 -0.51 3.69  0.279
H: -0.21 1.88 1.68  0.110
H: -3.87 -0.29 2.89  -0.197
H: 2.84 2.01 -2.16  0.233
H: -5.53 0.83 4.19  0.355
H: 2.56 2.57 -5.79  0.333
H: -2.51 2.25 -4.53  0.073
H: 8.30 -1.61 7.19  0.324
H: 5.99 3.49 -2.76  0.485
H: -3.79 -1.70 -6.18  0.357
H: -9.61 2.79 -3.58  0.391
H: 5.45 -5.79 0.36  0.403
H: 7.05 -1.50 5.24  0.367
H: -4.57 2.02 -3.36  0.240
H: 4.71 -2.40 7.68  0.166
H: -4.33 -0.27 -3.38  0.333
H: 2.27 -3.77 0.77  0.272
H: 0.25 -2.20 1.27  0.418
H: 5.29 0.66 -3.49  0.340
H: -4.54 0.87 5.69  0.383
H: -4.21 4.53 -5.85  0.476
H: -8.98 4.41 -3.30  0.362
H: -8.72 3.14 -2.15  0.360
H: 3.52 -0.58 2.01  0.453
H: 4.89 -4.15 0.02  0.324
H: -1.77 2.74 -3.07  -0.166
H: 6.53 -4.57 5.43  0.248
H: 5.81 -0.94 6.43  0.446
H: -2.37 0.64 1.27  0.162
H: -5.79 -4.31 -4.02  0.401
H: 6.10 4.54 -0.22  0.355
H: 4.47 -5.42 -1.06  0.363
H: 4.75 4.85 2.14  0.377
H: -3.09 -1.71 -1.46  -0.391
H: 5.14 -3.15 4.34  -0.062
H: -2.48 5.61 2.10  0.334
H: 2.21 -7.54 1.21  0.354
H: -3.81 -1.56 0.97  -0.165
H: 3.95 -7.57 1.25  0.426
H: -5.98 -1.75 -6.37  0.301
H: -3.17 -1.52 -3.68  0.321
H: -7.28 1.81 -3.38  -0.010
H: -1.63 0.66 -1.19  0.895
H: 3.10 -1.98 2.96  0.075
H: 4.71 6.15 0.97  0.329
H: -6.03 -3.03 -1.75  0.410
H: -5.02 2.78 -4.94  0.399
H: -4.17 5.12 1.84  0.394
H: -0.20 -6.01 -0.46  0.326
H: -0.85 1.22 3.23  0.303
H: -5.71 -1.29 -1.76  0.311
H: -6.24 -0.11 -5.86  0.425
H: 4.82 3.71 -5.52  0.374
H: -2.52 2.19 5.82  0.433
H: 0.42 0.36 2.40  -0.012
H: 2.91 -5.80 3.05  0.480
H: 1.85 4.02 -3.27  0.253
H: -1.05 3.89 -5.71  0.550
H: 0.89 -5.61 2.05  0.300
H: 8.08 -3.72 5.60  0.395
H: 2.02 -4.81 -0.68  0.396
H: 4.06 -2.37 5.44  0.442

***

3.
DFT (ωB97M-V/def2-TZVPD) results for a structure of composition C53H35Cl4IrN4Se.

For the HOMO energy (alpha / beta), the calculation gives -7.2 / -7.2 eV. As for the total charge: 0. As for the spin multiplicity: 1.

Each line ends with the Mulliken charge.
CARTESIAN COORDINATES (ANGSTROEM)
Ir: -0.07 0.04 -0.58  -0.141
Se: 0.09 0.77 2.38  -0.045
Cl: -6.27 -6.81 -1.82  -0.217
Cl: 6.66 6.47 0.68  -0.218
Cl: 5.31 -6.15 -4.57  -0.216
Cl: -4.19 5.67 -6.33  -0.216
N: -0.13 -1.95 -0.58  0.064
N: 0.00 2.03 -0.78  0.160
N: 1.95 -0.01 -0.56  0.007
N: -2.07 0.08 -0.86  0.216
C: -4.47 -3.84 0.12  -0.046
C: 0.68 4.20 -0.64  -1.195
C: -5.26 -5.45 -1.45  0.368
C: -2.93 -0.98 -0.81  -0.022
C: 2.38 2.39 -0.23  1.784
C: -4.40 -4.96 -2.42  -0.996
C: 0.93 -2.79 -0.79  0.255
C: 0.52 -4.13 -0.68  -1.039
C: 3.42 3.42 -0.02  -1.213
C: 3.08 -3.35 -1.85  -0.816
C: -0.20 0.07 8.50  -1.477
C: -2.57 -2.30 -0.55  1.065
C: -0.18 0.24 4.21  0.415
C: -4.23 4.94 -3.73  -0.825
C: -3.80 4.19 -2.65  0.236
C: -4.08 0.67 -1.79  -1.143
C: 4.13 -4.11 -1.35  0.166
C: 2.72 -1.08 -0.91  0.344
C: -2.23 2.36 -1.76  0.561
C: -4.21 -0.59 -1.33  -1.281
C: 4.46 -5.07 -3.53  0.415
C: -0.84 -4.11 -0.44  -1.291
C: -1.27 0.64 6.31  -0.712
C: -2.81 3.65 -5.20  -0.897
C: -2.86 3.18 -2.83  -0.700
C: 4.71 4.79 1.49  -0.952
C: -0.99 2.84 -1.24  0.258
C: -1.23 -2.75 -0.44  0.227
C: 4.13 0.64 -0.62  -1.313
C: 5.10 4.91 -0.89  -0.944
C: 3.72 3.84 1.27  -0.020
C: 1.06 2.85 -0.45  0.366
C: 4.09 -0.66 -0.99  -1.341
C: -0.59 4.19 -1.16  -1.257
C: -5.31 -4.89 -0.19  -0.846
C: -2.74 1.10 -1.48  0.375
C: 3.41 -4.32 -4.03  -0.968
C: 0.84 -0.45 4.88  0.748
C: -0.21 0.06 7.00  0.778
C: 0.81 -0.51 6.27  -1.014
C: 4.11 3.97 -1.09  0.349
C: 5.40 5.30 0.41  0.420
C: -3.72 4.68 -4.99  0.408
C: -1.29 0.73 4.93  0.799
C: -2.46 1.37 4.27  -1.525
C: 2.26 -2.37 -1.09  0.855
C: 2.72 -3.47 -3.19  0.136
C: 1.97 -1.08 4.13  -1.482
C: -3.57 -3.36 -0.82  -0.716
C: -3.56 -3.91 -2.10  0.370
C: 2.78 1.07 -0.40  0.199
C: 4.81 -4.98 -2.19  -0.869
C: -2.39 2.91 -4.11  -0.043
H: -4.96 5.73 -3.60  0.421
H: 3.14 -4.39 -5.07  0.418
H: 1.90 -2.88 -3.57  0.501
H: -4.39 -5.39 -3.41  0.413
H: -2.44 3.44 -6.19  0.424
H: -0.22 1.10 8.88  0.335
H: 2.69 -1.51 4.81  0.379
H: 4.91 -1.30 -1.26  0.573
H: 4.41 -4.03 -0.31  0.482
H: -3.39 0.88 4.58  0.403
H: -2.40 1.32 3.18  0.154
H: 4.99 1.28 -0.56  0.555
H: -1.07 -0.44 8.90  0.347
H: -4.20 4.39 -1.67  0.497
H: 3.87 3.65 -2.10  0.514
H: 5.65 5.33 -1.72  0.420
H: -4.49 -3.40 1.11  0.502
H: 1.16 -4.98 -0.77  0.655
H: 5.62 -5.58 -1.81  0.427
H: -2.88 -3.52 -2.84  0.509
H: 1.64 -0.99 6.78  0.261
H: -1.50 -4.94 -0.32  0.574
H: 0.70 -0.42 8.89  0.338
H: -1.68 2.11 -4.26  0.492
H: 4.95 5.10 2.49  0.421
H: 3.17 3.43 2.10  0.567
H: 2.46 -0.33 3.51  0.297
H: -5.06 -1.24 -1.36  0.546
H: -4.81 1.29 -2.27  0.591
H: -6.00 -5.27 0.55  0.423
H: 1.31 5.04 -0.45  0.559
H: -1.19 5.03 -1.43  0.614
H: 1.59 -1.86 3.47  0.276
H: -2.09 1.08 6.87  0.438
H: -2.52 2.42 4.56  0.327